1.
Entry from the OMol25 dataset: one molecule with the formula C3H4BrN at a distorted geometry (wB97M-V/def2-TZVPD).

```
9
C3H4BrN | the OMol25 dataset | wB97M-V/def2-TZVPD
C -0.80 -0.45 -0.52
C 0.47 0.38 -0.19
Br -0.03 2.27 0.13
C 1.00 -0.23 1.02
N 1.50 -0.49 2.02
H -1.23 -0.69 0.40
H -0.60 -1.35 -0.99
H -1.55 0.01 -1.02
H 1.24 0.55 -0.86
```

Results
energy = -2745.44651 Eh
SMILES = C[C@@H](Br)C#N
ΔE to the lowest compared entry with this formula, charge and spin = 9.7 kcal/mol
total charge = 0
highest occupied orbital energy = -10.881 eV


2.
Entry from the OMol25 dataset: C48H41AuNO6P2 as an isolated structure at a distorted geometry (wB97M-V/def2-TZVPD).

```
99
C48H41AuNO6P2 | the OMol25 dataset | wB97M-V/def2-TZVPD
Au 0.05 0.50 3.12
C 3.26 0.93 2.03
P 1.51 1.58 1.73
C 1.79 3.25 2.48
C 1.36 4.44 1.88
C 1.50 5.65 2.54
C 2.09 5.71 3.80
C 2.51 4.53 4.40
C 2.36 3.32 3.75
C 1.64 1.80 -0.08
C 2.45 2.80 -0.63
C 2.43 3.04 -2.00
C 1.63 2.26 -2.83
C 0.89 1.22 -2.30
C 0.90 0.99 -0.93
P 4.08 -0.55 1.25
C 5.01 0.25 -0.14
C 6.35 0.54 0.13
C 7.15 1.17 -0.81
C 6.62 1.52 -2.04
C 5.29 1.23 -2.33
C 4.49 0.60 -1.39
C 2.80 -1.52 0.37
C 3.08 -2.17 -0.84
C 2.16 -3.05 -1.41
C 0.96 -3.32 -0.77
C 0.68 -2.70 0.44
C 1.60 -1.83 1.01
H 3.27 0.71 3.10
H 3.98 1.73 1.87
H 0.89 4.40 0.91
H 1.14 6.56 2.07
H 2.18 6.65 4.32
H 2.95 4.56 5.39
H 2.65 2.41 4.26
H 3.08 3.40 0.01
H 3.05 3.83 -2.41
H 1.59 2.47 -3.90
H 0.27 0.60 -2.94
H 0.32 0.17 -0.51
H 6.77 0.25 1.09
H 8.19 1.39 -0.58
H 7.24 2.01 -2.79
H 4.87 1.51 -3.29
H 3.46 0.38 -1.63
H 4.02 -1.99 -1.35
H 2.40 -3.52 -2.35
H 0.25 -4.02 -1.20
H -0.25 -2.89 0.96
H 1.37 -1.38 1.98
C -5.98 -2.49 -4.11
C -4.71 -2.43 -3.30
C -3.86 -3.53 -3.28
C -2.71 -3.52 -2.51
C -2.38 -2.38 -1.80
C -3.20 -1.25 -1.84
N -2.79 -0.12 -1.10
C -2.61 1.17 -1.57
C -2.84 1.52 -2.91
C -2.70 2.83 -3.33
C -2.32 3.82 -2.43
C -2.00 3.46 -1.13
C -2.11 2.15 -0.69
C -1.53 1.78 0.67
O -0.76 2.61 1.22
O -1.77 0.63 1.13
C -4.41 -1.29 -2.55
C -5.41 -0.17 -2.45
H -6.00 -3.37 -4.75
H -6.09 -1.60 -4.75
H -6.87 -2.52 -3.47
H -4.11 -4.41 -3.87
H -2.06 -4.39 -2.47
H -1.47 -2.34 -1.20
H -2.36 -0.26 -0.19
H -3.10 0.74 -3.62
H -2.91 3.08 -4.36
H -2.23 4.86 -2.75
H -1.62 4.19 -0.43
H -5.49 0.40 -3.38
H -5.15 0.52 -1.65
H -6.40 -0.58 -2.24
O -0.81 -1.68 6.52
C -0.90 -1.25 5.38
O -0.65 -0.03 5.02
C -1.39 -2.19 4.29
C -2.21 -1.74 3.26
C -2.73 -2.61 2.30
C -2.37 -3.93 2.40
O -2.73 -4.97 1.59
C -2.09 -6.13 2.12
O -1.38 -5.75 3.29
C -1.56 -4.39 3.42
C -1.06 -3.56 4.39
H -2.47 -0.69 3.21
H -3.38 -2.26 1.50
H -1.39 -6.54 1.38
H -2.84 -6.88 2.38
H -0.45 -3.91 5.21
```

Results
energy = -3178.47544 Eh
ΔE to the lowest compared entry with this formula, charge and spin = 0.0 kcal/mol
total charge = -1
highest occupied orbital energy = -5.181 eV


Q: What is the highest occupied orbital energy in the first record?
A: -10.881 eV